The following is a DFT calculation (ωB97M-V/def2-TZVPD) of a molecular structure, C13H18F9N2O2TeTi in a non-equilibrium geometry.

```
46
Properties=species:S:1:pos:R:3:lowdin_charge:R:1
Ti 0.59 -0.68 0.75 0.94
C -2.25 0.24 -2.61 -0.06
C -1.25 -0.49 -1.73 -0.21
N -1.46 -0.42 -0.26 -0.25
C -2.31 -1.52 0.26 -0.22
C -3.75 -1.56 -0.24 -0.07
C -1.92 0.89 0.22 -0.17
C -0.84 1.98 0.07 -0.14
N 0.45 1.37 -0.13 0.05
C 1.52 1.99 -0.62 -0.14
C 2.55 1.17 -1.15 -0.14
F 2.33 -0.13 -1.24 0.12
C 3.71 1.71 -1.65 -0.19
F 4.64 0.91 -2.16 0.13
C 3.91 3.08 -1.64 0.13
C 2.92 3.91 -1.14 -0.20
F 3.10 5.23 -1.12 0.12
C 1.74 3.40 -0.65 -0.12
F 0.82 4.22 -0.15 0.13
H -2.01 0.03 -3.66 0.09
H -2.18 1.33 -2.49 0.07
H -3.27 -0.06 -2.44 0.07
H -0.25 -0.11 -1.95 0.10
H -1.21 -1.55 -1.98 0.13
H -2.29 -1.44 1.34 0.11
H -1.80 -2.45 0.01 0.12
H -4.27 -0.62 -0.08 0.07
H -4.28 -2.34 0.31 0.08
H -3.81 -1.82 -1.30 0.07
H -2.17 0.76 1.27 0.12
H -2.81 1.25 -0.31 0.12
H -0.83 2.60 0.97 0.14
H -1.06 2.66 -0.76 0.13
H 4.83 3.50 -2.03 0.15
C 0.01 -0.75 3.76 -0.17
O -0.25 -0.59 2.39 -0.38
H 0.87 -1.41 3.92 0.06
H -0.85 -1.20 4.26 0.08
H 0.23 0.22 4.22 0.08
F 2.98 -4.94 2.59 -0.48
Te 1.91 -3.60 1.80 1.94
F 2.26 -0.18 1.37 -0.39
F 3.34 -3.26 0.56 -0.53
F 0.27 -4.25 2.64 -0.55
F 1.42 -4.86 0.53 -0.42
O 0.70 -2.23 0.22 -0.54
```

E_tot ... -2782.561832 Ha
ΔE to the lowest compared entry with this formula, charge and spin ... 0.00 kcal per mole
Multiplicity ... 2
Max |F| ... 1.8 eV Å⁻¹